# 1
{
  "formula": "C31H24N9Pb",
  "method": "ωB97M-V/def2-TZVPD",
  "total_charge": 1,
  "e_homo_ev": -9.615,
  "homo_lumo_gap_ev": 5.7,
  "total_energy_ha": -1881.17515,
  "species": ["Pb", "C", "C", "C", "C", "C", "C", "N", "C", "C", "C", "C", "C", "C", "N", "N", "C", "C", "C", "C", "C", "N", "H", "H", "H", "H", "H", "H", "H", "H", "H", "H", "H", "H", "H", "N", "C", "N", "C", "N", "N", "C", "C", "C", "C", "C", "C", "N", "C", "C", "C", "C", "C", "C", "H", "H", "H", "H", "H", "H", "H", "H", "H", "H", "H"],
  "xyz": [[0.937, 0.045, -0.124], [4.866, 0.925, 3.984], [3.930, 1.689, 3.305], [2.853, 1.082, 2.675], [2.696, -0.304, 2.710], [3.657, -1.069, 3.374], [4.723, -0.456, 4.011], [1.648, -0.898, 1.977], [0.867, -1.847, 2.469], [0.818, -2.242, 3.852], [0.020, -3.260, 4.261], [-0.800, -3.996, 3.355], [-0.813, -3.653, 2.046], [-0.020, -2.565, 1.580], [0.049, -2.208, 0.281], [-0.463, -2.963, -0.608], [-0.167, -2.583, -1.917], [-0.749, -3.334, -2.943], [-0.455, -3.011, -4.250], [0.400, -1.944, -4.514], [0.929, -1.256, -3.441], [0.668, -1.573, -2.169], [5.703, 1.398, 4.478], [4.031, 2.766, 3.267], [2.115, 1.696, 2.171], [3.577, -2.148, 3.372], [5.456, -1.066, 4.522], [1.427, -1.704, 4.565], [0.000, -3.521, 5.312], [-1.412, -4.807, 3.721], [-1.428, -4.176, 1.328], [-1.403, -4.154, -2.682], [-0.881, -3.586, -5.061], [0.661, -1.662, -5.524], [1.596, -0.415, -3.597], [-2.798, -0.275, -3.480], [-2.309, -0.389, -2.237], [-1.541, 0.469, -1.653], [-1.242, 1.654, -2.334], [-0.706, 2.660, -1.735], [-0.445, 2.378, -0.408], [-0.886, 3.180, 0.463], [-0.775, 2.806, 1.886], [-0.979, 3.759, 2.872], [-0.967, 3.359, 4.200], [-0.779, 2.018, 4.482], [-0.579, 1.137, 3.428], [-0.562, 1.509, 2.151], [-1.582, 1.756, -3.759], [-1.147, 2.808, -4.567], [-1.523, 2.865, -5.892], [-2.345, 1.872, -6.430], [-2.784, 0.824, -5.648], [-2.395, 0.772, -4.312], [-3.410, -0.990, -3.839], [-2.594, -1.289, -1.703], [-1.417, 4.091, 0.189], [-1.157, 4.790, 2.598], [-1.119, 4.077, 4.994], [-0.786, 1.649, 5.498], [-0.435, 0.083, 3.622], [-0.522, 3.572, -4.127], [-1.187, 3.682, -6.515], [-2.643, 1.923, -7.468], [-3.421, 0.052, -6.060]]
}

***

# 2
{
  "formula": "C6H13N3",
  "method": "ωB97M-V/def2-TZVPD",
  "e_homo_ev": -8.227,
  "homo_lumo_gap_ev": 9.1,
  "total_energy_ha": -400.55319,
  "de_lowest_ev": 3.805,
  "species": ["C", "C", "C", "C", "H", "H", "H", "H", "H", "H", "C", "N", "C", "N", "N", "H", "H", "H", "H", "H", "H", "H"],
  "xyz": [[0.607, 0.817, 2.443], [1.252, -0.511, 2.023], [-0.597, 1.119, 1.683], [-1.585, 1.356, 1.044], [1.323, 1.632, 2.299], [0.359, 0.796, 3.509], [1.506, -0.488, 0.963], [0.568, -1.342, 2.201], [2.161, -0.685, 2.600], [-2.435, 1.579, 0.456], [-0.784, -1.699, -0.931], [-0.599, -0.860, -2.121], [0.217, 0.426, -1.877], [-0.702, 1.291, -2.260], [1.385, 0.267, -1.390], [-0.167, -1.386, -2.879], [-0.470, 2.275, -2.209], [-1.412, -0.061, -2.425], [1.850, 1.156, -1.234], [-1.257, -1.098, -0.155], [-1.409, -2.559, -1.171], [0.189, -2.026, -0.567]]
}

***

# 3
{
  "formula": "H33O17",
  "method": "ωB97M-V/def2-TZVPD",
  "total_charge": -1,
  "e_homo_ev": -7.164,
  "homo_lumo_gap_ev": 9.0,
  "total_energy_ha": -1298.77145,
  "de_lowest_ev": 6.066,
  "species": ["O", "H", "H", "O", "H", "H", "O", "H", "H", "O", "H", "H", "O", "H", "O", "H", "H", "O", "H", "H", "O", "H", "H", "O", "H", "H", "O", "H", "H", "O", "H", "H", "O", "H", "H", "O", "H", "H", "O", "H", "H", "O", "H", "H", "O", "H", "H", "O", "H", "H"],
  "xyz": [[-4.005, -2.281, -1.219], [-4.261, -1.433, -1.415], [-3.361, -2.328, -0.626], [1.151, 0.569, 1.856], [0.265, 0.893, 1.486], [1.489, 0.257, 0.945], [3.425, 2.426, -2.058], [3.052, 1.684, -1.602], [3.670, 2.154, -2.905], [-2.744, 4.771, -0.423], [-2.128, 4.767, -1.291], [-3.724, 4.397, -0.697], [0.781, -1.571, -3.619], [-0.073, -2.080, -3.674], [2.396, 2.288, 5.685], [1.935, 1.625, 4.930], [2.674, 2.886, 4.844], [-0.183, 3.717, -0.974], [0.758, 3.704, -0.738], [-0.775, 3.221, -0.450], [-1.354, 0.701, 1.234], [-0.890, -0.060, 0.655], [0.705, -1.202, -2.743], [3.359, -1.199, 3.221], [2.895, -0.703, 2.441], [2.594, -1.020, 3.854], [3.601, -3.020, -4.171], [3.557, -3.558, -3.461], [2.709, -2.555, -3.945], [-0.143, -5.331, 1.367], [0.093, -4.467, 1.676], [-0.821, -5.442, 0.888], [-3.628, 1.932, -1.371], [-3.392, 1.643, -2.208], [-3.140, 2.694, -1.047], [-2.157, -1.663, -3.475], [-2.309, -2.579, -3.509], [-1.653, -1.199, -2.708], [-0.024, 1.025, 4.387], [-0.029, 0.191, 4.231], [-0.039, 1.705, 3.664], [2.482, -0.340, -1.460], [2.879, -0.795, -2.131], [-2.147, 1.020, 0.753], [0.019, -0.525, -1.257], [-0.334, 0.338, -0.987], [1.425, -0.336, -1.476], [-1.797, -1.790, 3.429], [-1.140, -2.265, 2.962], [-1.658, -0.866, 3.133]]
}

***

# 4
{
  "formula": "C2H6NO3",
  "method": "ωB97M-V/def2-TZVPD",
  "total_charge": -1,
  "e_homo_ev": -4.674,
  "homo_lumo_gap_ev": 8.9,
  "total_energy_ha": -360.30557,
  "de_lowest_ev": 1.786,
  "species": ["O", "C", "N", "C", "O", "H", "H", "H", "H", "H", "H", "O"],
  "xyz": [[1.960, 0.595, -0.885], [1.349, 0.030, 0.060], [0.105, 0.138, 0.438], [-1.167, -0.692, 1.752], [-1.847, 0.146, 2.359], [1.945, -0.664, 0.693], [-0.426, 0.906, 0.031], [-0.356, -1.193, 2.297], [-1.620, -1.222, 0.910], [-0.695, 0.319, -2.678], [0.648, 0.823, -2.077], [0.105, 0.814, -2.902]]
}

***

# 5
{
  "formula": "C9H17N2S",
  "method": "ωB97M-V/def2-TZVPD",
  "total_charge": 1,
  "e_homo_ev": -12.707,
  "homo_lumo_gap_ev": 9.7,
  "total_energy_ha": -860.47601,
  "de_lowest_ev": 2.195,
  "species": ["C", "C", "C", "C", "C", "C", "C", "C", "C", "N", "N", "S", "H", "H", "H", "H", "H", "H", "H", "H", "H", "H", "H", "H", "H", "H", "H", "H", "H"],
  "xyz": [[1.235, -3.261, -1.610], [-0.021, -3.735, -1.740], [0.094, -1.356, -0.927], [-1.825, 0.127, 1.535], [0.792, -0.053, 1.841], [-0.659, 2.123, 2.042], [0.584, 1.909, -2.297], [-0.449, 0.992, -0.150], [-0.430, 0.780, 1.377], [1.270, -1.904, -1.344], [0.427, 1.672, -0.846], [-1.098, -2.542, -1.114], [2.171, -3.679, -1.734], [-0.168, -4.759, -2.012], [-1.966, -0.128, 2.632], [-1.908, -0.914, 1.116], [-2.590, 0.711, 1.223], [1.642, 0.597, 2.032], [1.134, -0.776, 1.172], [0.340, -0.640, 2.679], [-0.885, 2.788, 1.318], [0.112, 2.566, 2.700], [-1.521, 2.150, 2.709], [-0.393, 1.623, -2.810], [0.657, 2.908, -2.652], [1.436, 1.534, -2.773], [-1.311, 0.669, -0.811], [2.121, -1.372, -1.280], [1.209, 1.974, -0.276]]
}

***

# 6
{
  "formula": "C6H17NO",
  "method": "ωB97M-V/def2-TZVPD",
  "smiles": "CNCCC(C)C.O",
  "e_homo_ev": -8.596,
  "homo_lumo_gap_ev": 9.5,
  "total_energy_ha": -368.74921,
  "de_lowest_ev": 1.405,
  "species": ["C", "N", "C", "C", "C", "C", "C", "H", "H", "H", "H", "H", "H", "H", "H", "H", "H", "H", "H", "H", "H", "H", "O", "H", "H"],
  "xyz": [[-1.268, 0.628, 2.184], [0.136, 0.608, 2.568], [0.880, -0.144, 1.596], [1.040, 0.533, 0.183], [0.705, -0.409, -0.964], [1.932, -1.251, -1.464], [0.062, 0.331, -2.213], [-1.377, 0.747, 1.102], [-1.860, 1.203, 2.890], [-1.653, -0.400, 2.324], [0.505, 1.492, 2.871], [0.404, -1.092, 1.332], [1.855, -0.446, 1.994], [0.363, 1.395, 0.162], [2.052, 0.930, 0.056], [-0.136, -1.017, -0.643], [1.468, -2.128, -1.920], [2.350, -1.665, -0.543], [2.527, -0.645, -2.130], [-0.816, -0.199, -2.566], [0.796, 0.397, -3.014], [-0.205, 1.309, -1.809], [-3.544, 0.104, -0.790], [-2.692, 0.489, -0.800], [-3.525, -0.771, -0.404]]
}